1.
Below is a molecular structure, C16H29Br14ClIO6P3S in a non-equilibrium geometry, with properties calculated with wB97M-V/def2-TZVPD.

Frontier orbital gap in hartree: 0.311
Net charge: 0
Multiplicity: 1

Structure (XYZ):
```
71
C16H29Br14ClIO6P3S, DFT wB97M-V/def2-TZVPD
O -0.90 -3.68 -2.48
C -1.14 -2.53 -2.39
O -2.34 -2.05 -1.98
C -2.38 -0.66 -2.26
I -3.08 -0.57 -4.31
P -3.96 -0.09 -1.30
O -3.55 1.36 -0.75
Cl -4.01 -1.24 0.45
C -0.96 -0.17 -1.94
P -0.84 -0.13 -0.02
O -0.84 -1.67 0.45
Br 1.25 0.53 0.50
P -0.35 1.38 -2.68
O -0.58 1.38 -4.25
O 1.22 1.42 -2.50
S -1.13 2.96 -1.94
C -0.20 -1.33 -2.65
Br 1.48 -1.91 -1.89
H -4.06 1.51 0.05
H 0.03 -2.10 0.42
H 0.10 0.86 -4.68
H 1.61 0.54 -2.39
H -0.18 -1.23 -3.72
Br 3.08 2.18 3.62
C 4.51 0.90 3.94
C 4.77 0.04 2.73
Br 3.41 -1.33 2.52
H 4.23 0.33 4.81
H 5.39 1.51 4.17
H 5.71 -0.50 2.85
H 4.79 0.61 1.81
Br -1.56 0.58 3.29
C -0.86 2.03 4.38
C -1.95 2.76 5.11
Br -2.93 3.95 3.94
H -0.29 2.67 3.72
H -0.19 1.55 5.09
H -1.51 3.40 5.88
H -2.67 2.09 5.56
Br 0.86 3.74 -7.88
C 1.67 3.58 -6.12
C 2.95 2.78 -6.17
Br 2.60 0.87 -6.35
H 0.92 3.14 -5.47
H 1.87 4.60 -5.80
H 3.50 2.89 -5.24
H 3.58 3.06 -7.00
Br -0.13 5.42 6.32
C 0.94 5.23 7.93
C 2.24 4.52 7.65
Br 1.99 2.61 7.40
H 0.33 4.71 8.66
H 1.13 6.24 8.28
H 2.92 4.62 8.49
H 2.73 4.88 6.75
Br -5.64 -3.34 -2.71
C -6.28 -4.42 -4.20
C -5.35 -4.37 -5.38
Br -5.52 -2.70 -6.37
H -7.27 -4.07 -4.44
H -6.33 -5.43 -3.81
H -5.60 -5.15 -6.09
H -4.30 -4.47 -5.10
Br 0.10 -4.86 1.35
C 1.49 -5.90 0.48
C 2.88 -5.47 0.89
Br 3.38 -3.81 0.01
H 1.32 -5.81 -0.59
H 1.31 -6.93 0.79
H 3.61 -6.20 0.57
H 2.97 -5.30 1.96
```

List of Löwdin charges in e, atom by atom: number 1, O, carries 0.138; number 2, C, carries -0.599; number 3, O, carries -0.175; number 4, C, carries -0.986; number 5, I, carries 1.009; number 6, P, carries 0.546; number 7, O, carries -0.410; number 8, Cl, carries 0.240; number 9, C, carries -0.676; number 10, P, carries 0.536; number 11, O, carries -0.423; number 12, Br, carries 0.315; number 13, P, carries 0.064; number 14, O, carries -0.290; number 15, O, carries -0.264; number 16, S, carries 0.368; number 17, C, carries -0.601; number 18, Br, carries 0.804; number 19, H, carries 0.049; number 20, H, carries -0.030; number 21, H, carries 0.020; number 22, H, carries -0.021; number 23, H, carries 0.077; number 24, Br, carries 0.601; number 25, C, carries -0.684; number 26, C, carries -0.676; number 27, Br, carries 0.575; number 28, H, carries 0.050; number 29, H, carries 0.058; number 30, H, carries 0.058; number 31, H, carries 0.051; number 32, Br, carries 0.630; number 33, C, carries -0.704; number 34, C, carries -0.731; number 35, Br, carries 0.597; number 36, H, carries 0.042; number 37, H, carries 0.034; number 38, H, carries -0.057; number 39, H, carries 0.051; number 40, Br, carries 0.616; number 41, C, carries -0.689; number 42, C, carries -0.675; number 43, Br, carries 0.625; number 44, H, carries 0.028; number 45, H, carries 0.063; number 46, H, carries 0.060; number 47, H, carries 0.049; number 48, Br, carries 0.705; number 49, C, carries -0.671; number 50, C, carries -0.685; number 51, Br, carries 0.607; number 52, H, carries 0.053; number 53, H, carries 0.058; number 54, H, carries 0.058; number 55, H, carries 0.050; number 56, Br, carries 0.621; number 57, C, carries -0.693; number 58, C, carries -0.682; number 59, Br, carries 0.570; number 60, H, carries 0.049; number 61, H, carries 0.056; number 62, H, carries 0.056; number 63, H, carries 0.051; number 64, Br, carries 0.678; number 65, C, carries -0.675; number 66, C, carries -0.663; number 67, Br, carries 0.573; number 68, H, carries 0.053; number 69, H, carries 0.058; number 70, H, carries 0.059; number 71, H, carries 0.053

---

2.
Below is 2 unconnected molecules or ions with the total composition C5H7NO, with properties calculated with wB97M-V/def2-TZVPD.

Structure (SMILES): O=c1cccc[nH]1.[H][H]
Energy relative to the best compared isomer or geometry (same formula, charge and spin) in kJ/mol: 78.1
Frontier orbital gap in hartree: 0.341
Net charge: 0
Multiplicity: 1

Structure (XYZ):
```
14
C5H7NO, DFT wB97M-V/def2-TZVPD
O 0.15 -2.25 -1.46
C 0.20 -1.31 -0.69
C -0.37 -1.25 0.65
C -0.23 -0.15 1.44
C 0.46 1.01 0.97
C 0.97 0.99 -0.28
N 0.85 -0.12 -1.06
H -0.91 -2.13 0.98
H -0.67 -0.15 2.43
H 0.56 1.90 1.59
H 1.49 1.83 -0.73
H 1.23 -0.14 -2.00
H -1.99 0.54 -0.99
H -1.73 1.23 -0.86
```

List of natural (NBO) charges in e, atom by atom: number 1, O, carries -0.624; number 2, C, carries 0.605; number 3, C, carries -0.314; number 4, C, carries -0.143; number 5, C, carries -0.332; number 6, C, carries 0.058; number 7, N, carries -0.562; number 8, H, carries 0.233; number 9, H, carries 0.220; number 10, H, carries 0.230; number 11, H, carries 0.215; number 12, H, carries 0.420; number 13, H, carries 0.003; number 14, H, carries -0.009

---

3.
Below is a gas-phase ion, C17H23N3 (charge +2) in a non-equilibrium geometry, with properties calculated with wB97M-V/def2-TZVPD.

Frontier orbital gap in hartree: 0.291
Net charge: +2
Multiplicity: 1

Structure (XYZ):
```
43
C17H23N3, DFT wB97M-V/def2-TZVPD
C 4.03 -0.35 2.85
C 4.29 0.94 1.93
C 4.84 0.58 0.50
C 3.98 -0.47 -0.31
C 4.47 -0.51 -1.83
N 2.51 -0.18 -0.32
C 1.90 0.77 -1.11
C 0.44 0.99 -1.13
C -0.44 0.15 -0.27
C -1.97 0.29 -0.26
C -2.80 0.43 0.94
C -4.26 0.50 0.76
N -4.88 0.44 -0.46
C -6.35 0.47 -0.67
C -6.94 -1.02 -0.81
N -6.58 -1.99 -0.07
C -4.10 0.33 -1.61
C -2.65 0.25 -1.58
C 0.27 -0.85 0.58
C 1.71 -0.97 0.50
H 4.82 -0.44 3.64
H 3.99 -1.30 2.26
H 3.01 -0.20 3.31
H 3.34 1.54 1.80
H 5.06 1.58 2.44
H 5.85 0.09 0.66
H 5.07 1.52 -0.08
H 4.15 -1.50 0.10
H 4.69 0.52 -2.23
H 3.62 -0.98 -2.41
H 5.40 -1.14 -1.88
H 2.55 1.37 -1.78
H 0.01 1.76 -1.81
H -2.33 0.47 1.95
H -4.88 0.62 1.69
H -6.52 0.94 -1.68
H -6.89 1.04 0.13
H -7.70 -1.25 -1.61
H -5.90 -1.66 0.63
H -4.59 0.30 -2.62
H -2.03 0.15 -2.50
H -0.38 -1.49 1.22
H 2.20 -1.75 1.13
```

List of natural (NBO) charges in e, atom by atom: number 1, C, carries -0.629; number 2, C, carries -0.411; number 3, C, carries -0.424; number 4, C, carries -0.051; number 5, C, carries -0.622; number 6, N, carries -0.280; number 7, C, carries 0.115; number 8, C, carries -0.210; number 9, C, carries 0.019; number 10, C, carries 0.028; number 11, C, carries -0.204; number 12, C, carries 0.107; number 13, N, carries -0.278; number 14, C, carries -0.303; number 15, C, carries 0.094; number 16, N, carries -0.507; number 17, C, carries 0.089; number 18, C, carries -0.190; number 19, C, carries -0.198; number 20, C, carries 0.100; number 21, H, carries 0.252; number 22, H, carries 0.180; number 23, H, carries 0.215; number 24, H, carries 0.191; number 25, H, carries 0.249; number 26, H, carries 0.249; number 27, H, carries 0.231; number 28, H, carries 0.246; number 29, H, carries 0.228; number 30, H, carries 0.218; number 31, H, carries 0.264; number 32, H, carries 0.269; number 33, H, carries 0.271; number 34, H, carries 0.279; number 35, H, carries 0.271; number 36, H, carries 0.253; number 37, H, carries 0.273; number 38, H, carries 0.226; number 39, H, carries 0.310; number 40, H, carries 0.269; number 41, H, carries 0.274; number 42, H, carries 0.269; number 43, H, carries 0.270

---

4.
Below is 2 unconnected molecules or ions with the total composition C5H8BrI in a non-equilibrium geometry, with properties calculated with wB97M-V/def2-TZVPD.

Energy relative to the best compared isomer or geometry (same formula, charge and spin) in kJ/mol: 371.8
Frontier orbital gap (alpha / beta) in hartree: 0.287 / 0.260
Net charge: 0
Multiplicity: 1

Structure (XYZ):
```
15
C5H8BrI, DFT wB97M-V/def2-TZVPD
C -0.27 -2.70 -0.03
C -0.81 -1.49 0.06
C -0.78 1.74 -0.37
C 1.22 0.56 0.76
C 0.35 0.83 -0.32
Br -2.52 -1.09 -0.21
I 3.20 1.74 0.69
H -0.83 -3.73 -0.18
H 0.75 -2.80 -0.07
H -1.17 1.55 -1.44
H -0.57 2.90 -0.22
H -1.59 1.58 0.28
H 0.73 0.84 1.71
H 1.64 -0.50 0.70
H 0.66 0.57 -1.36
```

List of natural (NBO) charges in e, atom by atom: number 1, C, carries -0.517; number 2, C, carries -0.149; number 3, C, carries -0.707; number 4, C, carries -0.508; number 5, C, carries -0.047; number 6, Br, carries 0.140; number 7, I, carries -0.050; number 8, H, carries 0.220; number 9, H, carries 0.208; number 10, H, carries 0.232; number 11, H, carries 0.250; number 12, H, carries 0.237; number 13, H, carries 0.231; number 14, H, carries 0.252; number 15, H, carries 0.206

---

5.
Below is a molecular structure, C5H8O2 in a non-equilibrium geometry, with properties calculated with wB97M-V/def2-TZVPD.

Energy relative to the best compared isomer or geometry (same formula, charge and spin) in kJ/mol: 441.0
Frontier orbital gap in hartree: 0.322
Net charge: 0
Multiplicity: 1

Structure (XYZ):
```
15
C5H8O2, DFT wB97M-V/def2-TZVPD
C -0.81 1.53 0.40
C 0.06 0.55 -0.39
O 0.70 1.27 -1.45
C 1.13 -0.22 0.46
O 0.83 -1.75 0.50
C -0.76 -0.55 -0.97
C -0.54 -1.75 -0.63
H -0.28 2.44 0.69
H -1.22 1.05 1.30
H -1.66 1.81 -0.23
H 0.16 1.06 -2.23
H 1.16 0.08 1.51
H 2.10 -0.20 -0.03
H 0.43 -2.12 1.32
H -0.81 -2.78 -0.74
```

List of natural (NBO) charges in e, atom by atom: number 1, C, carries -0.617; number 2, C, carries 0.152; number 3, O, carries -0.721; number 4, C, carries -0.080; number 5, O, carries -0.642; number 6, C, carries -0.261; number 7, C, carries -0.107; number 8, H, carries 0.216; number 9, H, carries 0.202; number 10, H, carries 0.229; number 11, H, carries 0.488; number 12, H, carries 0.196; number 13, H, carries 0.224; number 14, H, carries 0.504; number 15, H, carries 0.216